(1)
33
Properties=species:S:1:pos:R:3 method="wB97M-V/def2-TZVPD" e_lumo_ev=0.1 smiles="[H]/N=c1/scc(-c2ccc(Br)cc2)n1-c1cccc(C(F)(F)F)c1" total_charge=0 e_homo_ev=-7.919 fmax_ev_per_a=3.23 multiplicity=1 total_energy_ha=-3997.02405
Br -0.262 0.597 -5.766
S 3.164 -2.407 1.747
F -2.452 3.065 3.497
F -0.345 3.544 2.849
F -1.964 3.955 1.476
N 1.031 -1.652 3.346
N 1.079 -0.946 1.140
C 0.262 0.038 -3.988
C -2.616 1.065 1.289
C 1.237 -0.780 -1.438
C -0.133 -0.239 1.221
C 2.843 -2.022 0.058
C -1.263 -0.894 0.718
C 1.013 -1.721 -2.488
C 1.721 -1.226 -0.114
C -2.487 -0.240 0.751
C 0.422 0.968 -2.963
C -1.568 3.075 2.436
C 0.929 0.586 -1.701
C 0.514 -1.320 -3.725
C -1.481 1.703 1.831
C -0.274 1.015 1.833
C 1.633 -1.621 2.194
H -1.214 -1.879 0.299
H -3.356 -0.780 0.353
H 0.341 -2.041 -4.513
H -3.578 1.525 1.283
H 1.106 1.359 -0.948
H 0.654 1.478 2.231
H 0.152 2.003 -3.163
H 1.208 -2.755 -2.298
H 3.496 -2.321 -0.786
H 0.187 -1.131 3.342

***

(2)
10
Properties=species:S:1:pos:R:3 method="wB97M-V/def2-TZVPD" e_lumo_ev="-3.6 / -3.7" total_charge=+1 e_homo_ev="-9.652 / -12.414" fmax_ev_per_a=1.73 de_lowest_kj_mol=139.96 s_squared=0.75 multiplicity=2 total_energy_ha=-372.64372
Rb 0.292 -0.088 3.488
O 0.431 -0.085 -4.303
O -0.025 -0.331 -1.019
O 0.979 -1.830 0.285
C 1.008 -0.997 -4.782
C 1.515 -1.930 -5.545
C 0.547 -1.428 -0.784
Li -0.261 0.624 -2.607
H 2.509 -2.318 -5.320
H 0.995 -2.200 -6.464

***

(3)
80
Properties=species:S:1:pos:R:3 method="wB97M-V/def2-TZVPD" e_lumo_ev=2.7 total_charge=-1 e_homo_ev=-4.124 fmax_ev_per_a=0.44 multiplicity=1 total_energy_ha=-2612.12901
Ag 0.015 0.100 0.132
Si 0.726 -1.456 -2.399
Si -2.264 -1.074 -2.031
Si -0.421 1.344 -2.883
F 4.694 -1.816 1.934
F 0.471 -0.745 5.183
F 2.678 -1.734 6.187
F 2.541 -0.722 0.862
O 0.817 -2.516 -1.107
N 0.349 0.004 2.347
N -1.602 2.721 -0.457
N -0.523 2.645 1.653
N -3.073 4.378 -1.505
C -1.955 2.491 -2.826
C 3.767 -1.791 4.102
C 0.315 3.405 2.555
C 2.434 -0.685 -2.590
C -4.345 3.884 -1.981
C -1.403 1.723 2.353
C -3.066 -1.099 -3.751
C 3.653 -1.525 2.746
C -2.817 5.715 -1.994
C -1.908 3.471 -1.653
C -0.662 0.656 3.154
C 1.522 -0.903 4.331
C -1.252 3.483 0.721
C -2.236 -2.873 -1.459
C 2.533 -0.962 2.194
C -0.618 -0.272 -2.017
C -0.138 1.129 -4.752
C 2.663 -1.465 4.861
C 1.056 2.379 -2.304
C 0.512 -2.503 -3.960
C -3.577 -0.304 -0.898
C 1.743 -3.566 -1.008
C 1.385 -0.574 2.950
H 1.309 -3.247 -4.053
H -1.907 6.112 -1.543
H 0.955 4.073 1.977
H -4.058 -1.561 -3.722
H 0.893 3.446 -2.483
H -0.444 -3.032 -3.970
H -1.025 0.718 -5.243
H 0.546 -1.867 -4.847
H 2.741 -0.180 -1.672
H -3.643 6.373 -1.713
H -1.421 -0.049 3.523
H -2.135 3.948 1.203
H 3.174 -1.458 -2.819
H -3.245 -0.317 0.145
H -5.138 4.552 -1.635
H 1.610 -4.305 -1.808
H -2.341 2.059 -0.264
H 0.689 0.442 -4.945
H 0.960 2.729 3.115
H -2.850 1.866 -2.772
H 1.963 2.094 -2.842
H -2.708 5.766 -3.092
H -4.410 3.822 -3.080
H -0.264 4.011 3.275
H -0.591 4.295 0.404
H -1.775 -3.534 -2.196
H 2.460 0.042 -3.404
H 1.595 -4.067 -0.050
H 1.236 2.241 -1.236
H -3.252 -3.231 -1.272
H -2.448 -1.670 -4.449
H -4.553 2.895 -1.576
H -1.658 -2.963 -0.538
H -2.029 3.056 -3.762
H -4.496 -0.894 -0.960
H -3.839 0.721 -1.159
H -3.177 -0.094 -4.166
H 2.776 -3.201 -1.043
H 0.104 2.084 -5.230
H -2.027 1.222 1.608
H 4.654 -2.230 4.531
H -2.081 2.270 3.037
H -1.056 4.138 -1.820
H -0.231 1.129 4.042

***

(4)
75
Properties=species:S:1:pos:R:3 method="wB97M-V/def2-TZVPD" e_lumo_ev=-5.7 total_charge=+1 e_homo_ev=-12.737 fmax_ev_per_a=5.37 multiplicity=1 total_energy_ha=-2453.74647
F 5.235 -1.106 -2.941
F 0.724 -1.088 -0.574
F -3.529 -6.961 0.448
O -2.441 -2.300 -0.492
O 2.858 1.174 -3.880
O 1.147 4.885 1.851
O -3.502 -0.242 -0.699
O 1.065 -4.093 -2.194
O 3.269 -1.039 -4.028
O -0.667 -5.150 0.960
O 1.278 -0.213 -4.718
O -1.753 -6.930 1.824
O 2.802 -4.973 -1.044
O 2.105 -2.864 -0.610
O 2.857 0.656 0.311
O 4.175 2.621 0.120
O 0.318 -6.403 2.567
O 0.206 4.899 3.944
N -4.122 2.965 1.672
C -2.362 -1.045 1.602
C 0.336 -2.884 -2.046
C -1.866 -5.317 0.217
C 1.898 2.860 -0.726
C -2.706 0.949 -0.947
C -1.656 3.511 0.841
C 0.435 2.275 -0.341
C -3.112 2.953 0.634
C 2.367 -0.043 -4.251
C -1.370 4.062 2.290
C 1.609 0.004 2.472
C -2.705 -6.140 1.141
C 4.111 0.933 -3.253
C 3.086 2.009 -0.066
C -2.772 -1.209 0.050
C -0.584 3.522 -0.342
C 0.044 4.646 2.716
C -0.612 -6.184 1.850
C 1.336 -1.982 -1.398
C 4.510 -0.388 -3.828
C 2.060 -4.064 -1.261
C -2.494 4.052 3.365
C -3.580 2.317 -0.777
C -3.880 3.499 2.986
C 2.967 0.559 1.765
H -0.048 4.531 -0.371
H 3.972 0.896 -2.170
H -0.540 -3.063 -1.418
H -3.285 -5.557 1.863
H 1.994 2.911 -1.876
H 3.796 -0.195 1.999
H 0.936 -0.553 1.719
H 0.003 -2.507 -3.015
H 1.896 -0.703 3.333
H -1.710 -0.097 1.737
H -2.179 0.960 -1.960
H -3.461 3.034 -1.654
H 0.156 1.566 -1.211
H -5.065 2.586 1.472
H 4.826 1.722 -3.489
H -3.310 -0.925 2.231
H -1.177 3.456 -1.334
H -1.738 -1.921 1.979
H -1.882 0.966 -0.147
H 2.028 3.943 -0.349
H -4.716 3.515 3.777
H 1.986 -1.453 -2.099
H 0.974 0.894 2.846
H 5.048 -0.322 -4.778
H 1.735 4.095 1.941
H -4.677 1.965 -0.739
H -2.291 4.482 4.402
H 0.426 1.642 0.608
H 3.189 1.583 2.228
H -1.642 -5.832 -0.722
H -2.322 -4.353 -0.012